Density functional theory data (the ωB97M-V functional and the def2-TZVPD basis) for a molecular structure, C33H57Br9Cl6NO10 in a non-equilibrium geometry.

The HOMO energy is -3.148 eV. Its total energy is -28025.7817 Ha. As for the net charge: -1. Its HOMO-LUMO gap is 4.196 eV. Its multiplicity is 1.

Positions of all 116 atoms, in Å:
C 6.301 -21.605 -16.518
C 6.053 -21.286 -15.070
C 4.829 -22.057 -14.576
C 5.004 -23.580 -14.591
N 3.799 -24.403 -14.894
C 4.169 -25.821 -14.517
C 3.938 -25.940 -13.031
C 2.988 -24.813 -12.631
C 2.634 -24.114 -13.962
C 3.443 -24.246 -16.318
H 6.347 -22.689 -16.605
H 7.243 -21.130 -16.773
H 5.488 -21.214 -17.132
H 5.907 -20.241 -14.803
H 6.894 -21.609 -14.450
H 3.861 -21.711 -14.949
H 4.700 -21.860 -13.501
H 5.374 -24.018 -13.660
H 5.724 -24.045 -15.287
H 3.560 -26.540 -15.065
H 5.188 -26.039 -14.860
H 3.456 -26.906 -12.844
H 4.891 -26.089 -12.519
H 2.023 -25.119 -12.226
H 3.458 -24.208 -11.855
H 1.772 -24.659 -14.348
H 2.356 -23.065 -14.033
H 3.406 -23.248 -16.741
H 2.408 -24.590 -16.393
H 4.014 -24.977 -16.887
O 5.884 -25.671 -15.637
C 6.828 -26.266 -16.501
C 8.331 -26.480 -16.138
O 9.200 -26.908 -17.107
H 6.712 -25.768 -17.484
H 6.448 -27.282 -16.784
H 8.519 -27.060 -15.204
H 8.640 -25.474 -15.723
O 2.088 -20.662 -12.949
C 2.845 -20.441 -12.039
O 3.153 -21.295 -11.090
C 4.384 -20.877 -10.385
C 4.541 -19.397 -10.691
C 3.515 -19.087 -11.781
H 5.103 -21.517 -10.902
H 4.228 -21.284 -9.390
H 5.575 -19.113 -10.882
H 4.294 -18.793 -9.814
H 3.867 -18.675 -12.725
H 2.749 -18.387 -11.449
O -3.067 -23.837 -17.804
C -1.946 -24.249 -17.955
O -1.365 -25.010 -17.030
C -0.095 -25.579 -17.460
C 0.318 -24.590 -18.553
C -0.995 -24.023 -19.109
H -0.321 -26.601 -17.754
H 0.644 -25.555 -16.666
H 1.069 -24.906 -19.278
H 0.865 -23.822 -18.000
H -1.490 -24.382 -20.013
H -0.897 -22.954 -19.307
O 0.971 -26.999 -14.662
C 0.947 -28.166 -14.963
O 0.223 -28.578 -16.002
C 0.351 -30.032 -16.158
C 0.892 -30.496 -14.829
C 1.696 -29.320 -14.326
H 1.092 -30.210 -16.938
H -0.668 -30.327 -16.386
H 1.471 -31.418 -14.877
H 0.108 -30.694 -14.090
H 2.747 -29.448 -14.602
H 1.765 -29.179 -13.247
O 0.880 -22.692 -16.123
C -0.252 -22.553 -15.766
O -1.111 -21.782 -16.450
C -2.395 -21.666 -15.830
C -2.236 -22.372 -14.493
C -0.950 -23.175 -14.544
H -3.156 -22.164 -16.432
H -2.699 -20.624 -15.757
H -3.139 -22.943 -14.259
H -2.271 -21.683 -13.645
H -1.023 -24.230 -14.813
H -0.289 -23.053 -13.689
C 8.389 -25.515 -13.767
Cl 8.396 -23.711 -13.529
Cl 8.104 -26.290 -12.194
H 7.594 -25.672 -14.506
H 9.343 -25.668 -14.263
C 10.152 -23.670 -17.771
Cl 8.432 -23.123 -18.033
Cl 11.282 -22.313 -17.999
H 10.125 -24.202 -16.818
H 10.253 -24.541 -18.421
C 4.834 -27.949 -17.923
Cl 3.134 -27.433 -17.808
Cl 4.992 -29.516 -18.764
H 5.403 -27.251 -18.527
H 5.275 -28.015 -16.935
C 9.020 -19.394 -12.653
Br 10.807 -19.365 -13.405
Br 7.775 -18.417 -13.798
Br 8.894 -18.593 -10.875
H 8.573 -20.376 -12.570
C 7.419 -18.689 -18.572
Br 6.704 -20.132 -19.647
Br 7.418 -17.041 -19.601
Br 9.095 -19.125 -17.608
H 6.652 -18.546 -17.823
C 1.854 -26.963 -9.469
Br 1.953 -28.157 -7.886
Br 2.411 -25.167 -8.925
Br 0.002 -27.043 -10.153
H 2.544 -27.354 -10.204

Density functional theory data (the ωB97M-V functional and the def2-TZVPD basis) for 20 unconnected molecules or ions with the total composition C33H57Cl38F2N2O2 in a non-equilibrium geometry.

The HOMO energy is -5.190 eV. Its total energy is -19238.5372 Ha. As for the net charge: -1. Its HOMO-LUMO gap is 6.760 eV. Its multiplicity is 1.

Positions of all 134 atoms, in Å:
C -0.441 -3.471 1.175
C 0.252 -3.163 -0.164
N 0.485 -1.746 -0.504
C -0.525 -1.201 -1.416
C -0.377 0.397 -1.209
O -0.657 0.852 -0.055
O -0.042 1.083 -2.159
C -1.985 -1.449 -1.023
C -2.925 -0.420 -1.644
F -2.464 -2.735 -1.303
N -0.191 -1.484 -2.811
F -1.246 -2.046 -3.555
C 1.076 -2.117 -3.077
C 2.245 -1.193 -2.978
C 2.437 -0.255 -3.920
C 3.474 0.618 -3.906
C 4.354 0.536 -2.890
C 5.498 1.495 -2.791
C 4.190 -0.412 -1.929
C 3.149 -1.258 -1.970
H 0.103 -4.286 1.646
H -1.457 -3.833 1.043
H -0.432 -2.639 1.861
H -0.238 -3.685 -0.975
H 1.241 -3.625 -0.091
H 0.505 -1.223 0.374
H -2.049 -1.277 0.045
H -3.008 0.439 -0.994
H -2.601 -0.121 -2.630
H -3.920 -0.857 -1.679
H 1.274 -3.035 -2.510
H 1.058 -2.417 -4.124
H 1.705 -0.192 -4.712
H 3.584 1.363 -4.672
H 6.329 1.071 -2.244
H 5.771 1.873 -3.766
H 5.091 2.332 -2.253
H 4.926 -0.449 -1.144
H 3.060 -1.999 -1.196
C 0.391 -0.262 4.116
Cl 0.522 -0.489 2.373
Cl -1.031 -1.090 4.782
H 1.275 -0.661 4.592
H 0.302 0.800 4.318
C -2.931 2.614 1.158
Cl -2.431 3.887 2.293
Cl -4.548 2.001 1.559
H -2.952 3.027 0.157
H -2.216 1.793 1.207
C 6.968 2.255 1.155
Cl 6.627 3.105 -0.353
Cl 6.869 0.496 0.968
H 7.970 2.510 1.481
H 6.241 2.565 1.898
C -7.436 4.030 1.295
Cl -8.525 3.769 2.671
Cl -8.315 4.011 -0.242
H -6.953 4.998 1.413
H -6.691 3.242 1.284
C -11.231 5.819 4.487
Cl -12.569 6.397 3.486
Cl -11.814 5.036 5.962
H -10.653 5.103 3.917
H -10.612 6.663 4.762
C 2.154 3.842 -2.123
Cl 3.641 4.053 -3.063
Cl 1.493 5.412 -1.640
H 1.422 3.316 -2.728
H 2.381 3.264 -1.235
C -4.197 7.136 1.843
Cl -5.690 6.440 2.496
Cl -4.402 7.662 0.170
H -3.920 7.991 2.447
H -3.422 6.379 1.879
C 4.416 0.457 3.750
Cl 3.093 1.190 2.832
Cl 3.878 -0.355 5.229
H 4.902 -0.277 3.118
H 5.118 1.235 4.027
C -4.732 -5.023 -1.652
Cl -6.438 -4.565 -1.586
Cl -4.490 -6.695 -1.108
H -4.385 -4.937 -2.674
H -4.164 -4.361 -1.011
C -10.189 3.016 8.934
Cl -9.919 1.947 10.318
Cl -8.815 3.020 7.827
H -11.066 2.674 8.397
H -10.344 4.024 9.300
C 1.693 3.524 5.775
Cl 3.405 3.138 5.522
Cl 0.749 3.325 4.299
H 1.305 2.835 6.516
H 1.603 4.544 6.127
C 3.813 -4.807 -4.000
Cl 3.944 -3.049 -3.917
Cl 5.407 -5.601 -3.983
H 3.246 -5.151 -3.143
H 3.303 -5.079 -4.918
C 8.630 -7.549 -5.291
Cl 8.114 -7.251 -3.621
Cl 7.438 -7.015 -6.476
H 9.555 -7.011 -5.464
H 8.787 -8.613 -5.415
C 5.225 -3.437 7.345
Cl 5.679 -3.542 5.641
Cl 3.546 -2.925 7.559
H 5.346 -4.415 7.794
H 5.871 -2.718 7.834
C -7.454 -8.847 -0.151
Cl -8.044 -8.623 1.501
Cl -8.657 -8.347 -1.345
H -6.559 -8.251 -0.287
H -7.230 -9.896 -0.301
C 7.261 3.721 -6.050
Cl 5.811 4.166 -5.147
Cl 8.532 3.096 -4.989
H 7.000 2.952 -6.768
H 7.637 4.599 -6.561
C -14.312 8.535 0.718
Cl -15.420 8.304 2.076
Cl -15.159 8.504 -0.834
H -13.824 9.495 0.828
H -13.577 7.738 0.730
C 5.972 -1.791 -7.169
Cl 6.801 -0.719 -6.031
Cl 4.229 -1.804 -6.901
H 6.168 -1.445 -8.177
H 6.352 -2.798 -7.038
C 9.532 -5.276 -0.895
Cl 10.944 -5.062 -1.941
Cl 8.961 -3.735 -0.250
H 8.736 -5.730 -1.473
H 9.808 -5.919 -0.068

Density functional theory data (the ωB97M-V functional and the def2-TZVPD basis) for a molecular structure, C33H57ClFeN2O2Si in a non-equilibrium geometry.

The HOMO energy (spin up / spin down) is -7.874 / -8.498 eV. Its total energy is -3565.0673 Ha. Its HOMO-LUMO gap (spin up / spin down) is 8.290 / 8.705 eV. As for the expectation value of S²: 6.018. Its multiplicity is 5.

Positions of all 97 atoms, in Å:
O 1.171 -1.711 -0.723
O 0.986 -0.094 -4.049
C 2.512 -1.943 -0.258
C 2.653 -2.837 0.965
H 2.922 -0.947 -0.030
H 3.026 -2.371 -1.132
H 2.047 -2.491 1.812
H 3.686 -2.848 1.320
H 2.406 -3.881 0.743
C 0.244 -2.803 -0.555
C 0.165 -3.699 -1.770
H -0.728 -2.345 -0.311
H 0.504 -3.413 0.322
H 0.029 -3.106 -2.683
H -0.674 -4.391 -1.642
H 1.101 -4.266 -1.880
C -0.093 0.456 -4.827
C 1.906 -0.869 -4.817
C -1.387 -0.295 -4.580
H 0.139 0.422 -5.908
H -0.177 1.504 -4.499
H -1.312 -1.346 -4.894
H -2.211 0.133 -5.159
H -1.665 -0.252 -3.520
C 1.255 -2.041 -5.530
H 2.657 -1.212 -4.095
H 2.380 -0.185 -5.540
H 0.675 -2.667 -4.839
H 2.017 -2.668 -5.996
H 0.602 -1.687 -6.337
H 1.506 0.518 -1.946
N -0.897 -0.585 3.653
C -1.826 -0.105 4.513
C -2.581 1.035 4.239
C -2.547 1.798 3.069
C -2.093 -0.841 5.799
H -1.192 -1.268 6.275
H -2.813 -1.666 5.676
H -2.543 -0.146 6.518
C -3.591 2.854 2.860
H -4.244 2.620 2.004
H -3.155 3.850 2.690
H -4.219 2.903 3.763
N -1.618 1.612 2.113
C -0.539 -1.974 3.711
C 0.708 -2.351 4.235
C 1.685 -1.342 4.742
C 1.031 -3.707 4.345
H 1.981 -3.972 4.809
C 0.144 -4.688 3.914
H 0.408 -5.751 4.008
C -1.088 -4.317 3.401
H -1.812 -5.071 3.084
C -1.457 -2.971 3.293
C -2.850 -2.700 2.827
C -1.787 2.118 0.775
C -1.232 3.359 0.430
C -0.374 4.088 1.406
C -1.501 3.890 -0.833
H -1.078 4.859 -1.109
C -2.310 3.190 -1.741
H -2.538 3.613 -2.722
C -2.814 1.931 -1.399
H -3.444 1.371 -2.100
C -2.538 1.371 -0.153
C -2.996 -0.016 0.152
Fe -0.053 0.674 2.528
H 2.388 -1.029 3.963
H 2.277 -1.779 5.553
H 1.208 -0.439 5.123
H -2.988 -1.749 2.309
H -3.577 -2.740 3.651
H -3.151 -3.488 2.128
H -0.086 5.059 0.997
H 0.542 3.526 1.627
H -0.898 4.265 2.350
H -3.572 -0.089 1.075
H -2.154 -0.718 0.213
H -3.650 -0.372 -0.650
H -3.349 1.276 4.961
C 1.392 1.597 -1.676
Si 2.597 2.679 -2.645
H 0.347 1.866 -1.900
H 1.524 1.715 -0.588
C 4.329 1.954 -2.891
C 2.902 4.353 -1.812
C 2.114 3.231 -4.398
H 3.025 3.695 -4.821
H 1.317 3.992 -4.378
H 1.817 2.395 -5.049
H 4.865 1.873 -1.932
H 4.894 2.643 -3.545
H 4.303 0.968 -3.376
H 2.976 4.265 -0.721
H 2.111 5.073 -2.073
H 3.859 4.742 -2.202
Cl 2.071 0.901 2.290

Density functional theory data (the ωB97M-V functional and the def2-TZVPD basis) for 11 unconnected molecules or ions with the total composition C33H57F3O33 in a non-equilibrium geometry.

The HOMO energy is -10.483 eV. For the energy above the lowest of the compared OMol25 structures with the same formula, charge and spin, the calculation gives 231.4 kJ/mol. Its total energy is -4073.9822 Ha. The SMILES is O=C1OC[C@@H](F)O1.O=C1OC[C@@H](F)O1.O=C1OC[C@@H](F)O1.COC(=O)OC.COC(=O)OC.COC(=O)OC.COC(=O)OC.COC(=O)OC.COC(=O)OC.COC(=O)OC.COC(=O)OC. Its HOMO-LUMO gap is 10.600 eV. Its multiplicity is 1.

Positions of all 126 atoms, in Å:
C -17.597 -11.199 5.305
C -18.697 -11.465 4.274
O -19.256 -12.746 4.605
C -18.755 -13.104 5.826
O -19.034 -14.107 6.506
O -17.768 -12.251 6.223
F -18.087 -11.437 3.061
H -17.724 -10.251 5.828
H -16.596 -11.173 4.874
H -19.412 -10.647 4.371
C -16.760 -10.661 -5.066
C -17.164 -11.998 -4.563
O -17.504 -12.757 -5.724
C -17.743 -11.840 -6.748
O -18.346 -12.089 -7.819
O -17.116 -10.765 -6.443
F -18.339 -11.868 -3.909
H -15.726 -10.473 -4.779
H -17.310 -9.836 -4.614
H -16.461 -12.490 -3.891
C -24.708 -16.115 -5.954
C -23.909 -14.921 -6.580
O -23.804 -14.054 -5.563
C -24.197 -14.589 -4.351
O -23.981 -14.075 -3.223
O -24.782 -15.738 -4.571
F -24.634 -14.429 -7.599
H -24.264 -17.095 -6.128
H -25.727 -16.166 -6.337
H -22.949 -15.343 -6.878
C -8.824 -6.813 -7.723
O -7.592 -6.722 -7.060
C -6.941 -5.559 -7.080
O -7.479 -4.544 -7.492
O -5.750 -5.692 -6.533
C -4.950 -4.528 -6.243
H -9.644 -7.280 -7.176
H -8.686 -7.510 -8.550
H -9.239 -5.902 -8.155
H -5.339 -3.879 -5.459
H -4.786 -3.958 -7.158
H -3.971 -4.914 -5.959
C -19.466 -19.212 -11.546
O -19.089 -20.308 -10.669
C -19.736 -20.473 -9.542
O -20.433 -19.623 -8.974
O -19.361 -21.671 -9.127
C -19.744 -22.175 -7.902
H -19.257 -18.252 -11.072
H -20.493 -19.162 -11.906
H -18.805 -19.203 -12.412
H -19.345 -23.184 -7.801
H -20.816 -22.354 -7.986
H -19.499 -21.579 -7.023
C -22.750 -7.430 -2.902
O -22.348 -6.104 -3.056
C -21.835 -5.567 -4.265
O -21.459 -4.396 -4.391
O -21.933 -6.508 -5.268
C -21.587 -6.179 -6.583
H -22.175 -8.093 -3.549
H -23.782 -7.521 -3.239
H -22.599 -7.863 -1.913
H -20.745 -5.494 -6.682
H -22.480 -5.734 -7.021
H -21.210 -6.963 -7.241
C -15.359 -20.622 -2.214
O -16.572 -20.184 -1.598
C -16.918 -18.964 -1.476
O -16.321 -17.946 -1.840
O -17.957 -18.935 -0.714
C -18.532 -17.696 -0.242
H -15.189 -20.114 -3.164
H -15.487 -21.683 -2.425
H -14.487 -20.505 -1.571
H -19.469 -17.491 -0.760
H -17.862 -16.836 -0.255
H -18.793 -17.689 0.816
C -10.979 -3.199 -1.153
O -11.192 -2.748 -2.499
C -12.180 -3.078 -3.305
O -12.935 -4.049 -3.046
O -12.234 -2.164 -4.378
C -11.480 -1.032 -4.524
H -10.263 -2.542 -0.659
H -10.616 -4.226 -1.121
H -11.922 -3.109 -0.612
H -11.952 -0.325 -5.207
H -10.445 -1.131 -4.849
H -11.497 -0.358 -3.667
C -13.315 -18.379 -8.475
O -12.326 -19.417 -8.542
C -11.070 -19.233 -8.884
O -10.537 -18.146 -9.223
O -10.552 -20.486 -8.858
C -9.213 -20.813 -9.171
H -13.166 -17.838 -7.540
H -14.295 -18.844 -8.576
H -13.056 -17.731 -9.312
H -8.934 -20.421 -10.149
H -9.077 -21.894 -9.213
H -8.423 -20.451 -8.512
C -9.201 -14.929 -3.962
O -9.276 -16.342 -3.982
C -8.196 -17.005 -3.594
O -7.238 -16.533 -3.009
O -8.449 -18.351 -3.695
C -7.487 -19.341 -3.403
H -8.291 -14.629 -4.480
H -9.064 -14.480 -2.978
H -10.111 -14.490 -4.371
H -7.910 -20.302 -3.695
H -7.191 -19.410 -2.356
H -6.623 -19.182 -4.047
C -25.993 -9.233 -9.006
O -25.347 -9.434 -10.231
C -26.210 -9.598 -11.276
O -27.447 -9.424 -11.274
O -25.436 -9.903 -12.435
C -24.036 -10.359 -12.371
H -25.480 -8.850 -8.124
H -26.416 -10.184 -8.681
H -26.876 -8.603 -9.117
H -23.541 -10.109 -11.432
H -23.518 -9.765 -13.124
H -24.095 -11.421 -12.606